# 1
Density functional theory data (ωB97M-V/def2-TZVPD) for a single C2H6O2Si molecule at a distorted geometry.

Output
E_LUMO, eV: 0.799
Structure (SMILES): C=C[SiH2]OO
HOMO energy, eV: -9.66
ΔE to the lowest compared entry with this formula, charge and spin, kJ/mol: 510.8
Strongest force on any atom, eV/Å: 4.5

The geometry in XYZ format:
```
11
Properties=species:S:1:pos:R:3:mulliken_charge:R:1
C 2.25 -0.16 0.06 -0.53
C 1.04 -0.52 -0.30 -0.28
O -3.03 0.07 -0.21 -0.32
O -1.80 -0.55 -0.22 -0.16
Si -0.50 0.51 -0.07 0.42
H 3.22 -0.80 0.22 0.20
H 2.63 0.88 0.42 0.18
H 0.91 -1.52 -0.53 0.39
H -3.65 -0.64 -0.19 0.32
H -0.25 1.00 1.61 -0.09
H -0.82 1.73 -0.78 -0.11
```

# 2
Density functional theory data (ωB97M-V/def2-TZVPD) for a molecular structure, C2H6O2Sm at a distorted geometry.

Output
Charge: +1
2S+1: 8
E_LUMO (spin up / spin down), eV: -3.282 / -3.996
HOMO energy (spin up / spin down), eV: -9.63 / -14.74
ΔE to the lowest compared entry with this formula, charge and spin, kJ/mol: 448.5
Strongest force on any atom, eV/Å: 4.0

The geometry in XYZ format:
```
11
Properties=species:S:1:pos:R:3:lowdin_spin:R:1
C -0.12 -1.43 -0.73 0.00
C 0.36 -0.02 -0.47 0.01
O -0.55 0.56 0.49 0.04
H 0.40 -1.81 -1.61 0.00
H 0.11 -2.09 0.12 0.00
H -1.20 -1.44 -0.93 0.00
H 0.31 0.61 -1.37 0.00
H 1.37 0.01 -0.05 0.00
H -0.23 0.38 1.84 0.00
Sm -0.63 3.85 1.32 6.84
O 0.19 1.37 1.39 0.10
```

# 3
Density functional theory data (ωB97M-V/def2-TZVPD) for a molecular structure, C2H6O2Sn at a distorted geometry.

Output
Charge: +1
2S+1: 2
E_LUMO (spin up / spin down), eV: -5.670 / -8.088
HOMO energy (spin up / spin down), eV: -14.10 / -14.14
ΔE to the lowest compared entry with this formula, charge and spin, kJ/mol: 344.6
Strongest force on any atom, eV/Å: 6.5

The geometry in XYZ format:
```
11
Properties=species:S:1:pos:R:3:lowdin_spin:R:1
C -1.07 -0.59 0.05 0.02
C -0.99 0.92 0.03 0.03
O 0.25 1.43 0.03 0.19
H -1.66 -1.62 0.06 0.00
H -0.82 -0.85 -0.99 0.00
H -0.84 -0.83 1.11 0.00
H -1.54 1.41 0.88 0.01
H -1.54 1.39 -0.82 0.01
O 2.82 -0.81 0.14 0.24
H 3.38 -1.23 -0.51 0.01
Sn 2.02 0.78 0.03 0.50
```

# 4
Density functional theory data (ωB97M-V/def2-TZVPD) for 2 unconnected molecules or ions with the total composition C2H6O3 at a distorted geometry.

Output
Charge: +1
2S+1: 2
E_LUMO (spin up / spin down), eV: -9.744 / -9.737
HOMO energy (spin up / spin down), eV: -17.68 / -17.53
ΔE to the lowest compared entry with this formula, charge and spin, kJ/mol: 545.5
Strongest force on any atom, eV/Å: 4.6

The geometry in XYZ format:
```
11
Properties=species:S:1:pos:R:3:lowdin_spin:R:1
O 2.09 0.45 -0.72 0.00
C 1.04 0.08 -0.23 0.00
O 0.48 -1.01 -0.83 0.00
C -0.04 1.27 -0.16 0.00
H 1.12 -0.30 0.81 0.00
H -0.21 1.63 -1.17 0.00
H -0.94 0.92 0.26 0.00
H 0.42 2.07 0.43 0.00
H -0.24 -1.42 -0.27 0.00
H -2.23 -2.16 1.07 0.02
O -1.50 -1.55 0.81 0.98
```

# 5
Density functional theory data (ωB97M-V/def2-TZVPD) for 2 unconnected molecules or ions with the total composition C2H6O3S2 at a distorted geometry.

Output
2S+1: 3
E_LUMO (spin up / spin down), eV: 0.463 / -2.876
HOMO energy (spin up / spin down), eV: -7.51 / -10.28
ΔE to the lowest compared entry with this formula, charge and spin, kJ/mol: 114.7
Strongest force on any atom, eV/Å: 3.9

The geometry in XYZ format:
```
13
Properties=species:S:1:pos:R:3:lowdin_spin:R:1
C -2.14 -0.96 0.62 0.02
C 2.29 1.32 -0.25 0.72
O -1.61 1.48 -0.15 0.29
O 1.21 -1.34 -1.50 0.09
O 0.58 -1.26 0.86 0.15
S -1.51 0.17 -0.72 0.40
S 0.71 -0.56 -0.42 0.20
H -3.18 -1.04 0.28 0.01
H -1.92 -0.40 1.66 0.00
H -1.67 -1.85 0.45 0.00
H 2.62 1.63 0.66 0.05
H 2.89 0.64 -0.84 0.04
H 1.72 2.19 -0.65 0.03
```

# 6
Density functional theory data (ωB97M-V/def2-TZVPD) for 2 unconnected molecules or ions with the total composition C2H6O4 at a distorted geometry.

Output
E_LUMO, eV: 0.477
Structure (SMILES): O=C(O)CO.O
HOMO energy, eV: -10.48
ΔE to the lowest compared entry with this formula, charge and spin, kJ/mol: 35.6
Strongest force on any atom, eV/Å: 1.9

The geometry in XYZ format:
```
12
Properties=species:S:1:pos:R:3:mulliken_charge:R:1
O -2.62 0.58 -0.18 -0.64
H -3.00 1.28 -0.77 0.30
H -1.65 0.65 -0.31 0.37
O 0.12 1.22 -0.31 -0.60
O 2.18 0.50 -0.85 -0.47
O -0.61 -1.17 0.88 -0.45
C 0.93 0.34 -0.27 0.71
C 0.71 -1.06 0.41 -0.49
H 2.04 1.35 -1.35 0.36
H -0.53 -0.77 1.76 0.33
H 1.40 -1.10 1.28 0.29
H 1.04 -1.83 -0.31 0.30
```

# 7
Density functional theory data (ωB97M-V/def2-TZVPD) for a molecular structure, C2H6O4 at a distorted geometry.

Output
E_LUMO, eV: 0.419
HOMO energy, eV: -9.02
ΔE to the lowest compared entry with this formula, charge and spin, kJ/mol: 825.6
Strongest force on any atom, eV/Å: 2.9

The geometry in XYZ format:
```
12
Properties=species:S:1:pos:R:3:mulliken_charge:R:1
C -0.41 1.58 -0.39 0.07
C 0.79 -0.90 -0.84 -0.48
O 0.15 -0.21 1.77 -0.10
O 0.47 0.24 0.46 -0.13
O -0.12 1.19 -1.56 -0.63
O -1.17 -0.74 1.78 -0.30
H -1.02 -1.70 1.72 0.34
H -1.43 1.43 0.00 0.19
H 0.11 2.45 0.04 0.20
H 1.44 -1.51 -0.23 0.27
H -0.15 -1.37 -1.11 0.27
H 1.34 -0.45 -1.65 0.30
```

# 8
Density functional theory data (ωB97M-V/def2-TZVPD) for a single C2H6O4 molecule at a distorted geometry.

Output
E_LUMO, eV: 0.722
Structure (SMILES): CC(O)(O)OO
HOMO energy, eV: -10.73
ΔE to the lowest compared entry with this formula, charge and spin, kJ/mol: 278.2
Strongest force on any atom, eV/Å: 1.6

The geometry in XYZ format:
```
12
Properties=species:S:1:pos:R:3:mulliken_charge:R:1
C -0.41 -0.03 0.23 1.06
C 0.70 -0.96 0.70 -1.33
O 0.15 1.23 -0.44 -0.33
O 0.57 0.97 -1.77 -0.37
O -1.02 0.61 1.28 -0.54
O -1.26 -0.70 -0.60 -0.49
H 1.53 0.98 -1.72 0.32
H -1.23 1.50 0.88 0.38
H -1.88 -0.08 -1.00 0.29
H 1.41 -0.39 1.29 0.33
H 1.17 -1.42 -0.17 0.33
H 0.25 -1.72 1.32 0.34
```